# 1
ORCA calculation (ωB97M-V/def2-TZVPD) on a molecular structure, C50H55BrEuN3P2Si in a non-equilibrium geometry.

Properties
* molecular weight: 1019.91 g mol⁻¹
* electronic energy: -173028.5641 eV
* total charge: -1
* E_HOMO (alpha / beta): -0.013 / -0.180 Eh
* multiplicity: 8
* ⟨S²⟩: 15.809

Each line ends with the Löwdin spin population.
Cartesian coordinates (Å):
Eu (9.176, 13.732, 11.673)  3.31
C (9.812, 8.161, 11.708)  0.02
Si (11.401, 9.202, 12.428)  0.09
C (11.609, 10.736, 11.333)  0.29
C (10.467, 11.372, 10.713)  0.09
C (10.505, 11.774, 9.393)  0.05
C (11.781, 11.860, 8.776)  0.14
C (12.919, 11.592, 9.521)  0.03
C (12.891, 11.184, 10.876)  0.18
P (14.464, 11.257, 11.842)  0.04
C (15.608, 10.199, 10.951)  0.00
C (16.044, 10.454, 9.632)  0.00
C (17.024, 9.653, 9.071)  0.00
C (17.590, 8.605, 9.792)  0.00
C (17.214, 8.410, 11.102)  0.00
C (16.223, 9.219, 11.709)  0.00
C (15.267, 12.897, 11.413)  0.02
C (16.680, 12.931, 11.635)  0.00
C (17.374, 14.095, 11.430)  0.00
C (16.714, 15.326, 11.127)  0.00
C (15.335, 15.263, 10.911)  0.00
C (14.635, 14.069, 10.999)  0.01
C (12.760, 8.054, 12.465)  0.06
C (13.485, 7.719, 11.322)  0.02
C (14.415, 6.670, 11.392)  0.08
C (14.432, 5.864, 12.558)  0.00
C (13.662, 6.160, 13.686)  0.08
C (13.040, 7.400, 13.692)  0.06
P (12.406, 8.271, 15.103)  0.14
C (13.642, 8.998, 16.155)  0.09
C (14.758, 8.244, 16.589)  0.10
C (15.787, 8.938, 17.246)  0.01
C (15.699, 10.318, 17.540)  0.13
C (14.537, 11.024, 17.188)  0.01
C (13.463, 10.370, 16.631)  0.11
C (11.108, 7.378, 16.051)  0.04
C (11.587, 7.001, 17.320)  0.00
C (10.707, 6.347, 18.166)  0.00
C (9.564, 5.711, 17.631)  0.00
C (9.118, 6.012, 16.361)  0.00
C (9.889, 6.869, 15.608)  0.01
H (9.508, 8.766, 10.826)  0.00
H (10.159, 7.119, 11.464)  0.00
H (8.914, 8.161, 12.349)  0.01
H (9.521, 11.186, 11.194)  0.01
H (9.625, 12.172, 8.840)  0.02
H (11.830, 12.081, 7.744)  0.02
H (13.881, 11.783, 9.067)  0.00
H (15.863, 11.388, 9.108)  0.00
H (17.325, 9.885, 8.048)  0.00
H (18.287, 7.848, 9.354)  0.00
H (17.494, 7.508, 11.623)  0.00
H (15.834, 9.019, 12.696)  0.00
H (17.109, 11.926, 11.859)  0.00
H (18.456, 14.060, 11.590)  0.00
H (17.201, 16.318, 11.103)  0.00
H (14.803, 16.170, 10.729)  0.00
H (13.584, 13.993, 10.728)  0.00
H (13.245, 8.280, 10.437)  0.00
H (15.073, 6.402, 10.531)  0.00
H (15.161, 5.030, 12.552)  0.00
H (13.462, 5.470, 14.461)  0.01
H (14.893, 7.208, 16.279)  0.01
H (16.748, 8.427, 17.418)  0.00
H (16.543, 10.789, 18.004)  0.01
H (14.436, 12.095, 17.362)  0.00
H (12.471, 10.808, 16.561)  0.01
H (12.643, 7.225, 17.619)  0.00
H (10.963, 6.241, 19.200)  0.00
H (8.961, 5.066, 18.253)  0.00
H (8.126, 5.691, 15.994)  0.00
H (9.444, 7.329, 14.729)  0.00
C (6.649, 12.896, 9.774)  0.09
N (6.721, 13.457, 11.126)  0.00
C (6.240, 12.545, 12.183)  0.02
C (6.178, 14.856, 11.209)  0.03
C (6.946, 15.940, 10.406)  0.08
N (8.388, 16.000, 10.785)  0.00
C (9.346, 16.076, 9.672)  0.08
C (8.689, 17.038, 11.817)  0.03
H (5.617, 12.759, 9.431)  0.03
H (7.009, 11.863, 9.780)  0.01
H (7.181, 13.496, 9.061)  0.05
H (5.274, 12.018, 11.994)  0.01
H (6.148, 13.100, 13.115)  0.00
H (6.923, 11.697, 12.313)  0.01
H (6.162, 15.157, 12.274)  0.01
H (5.057, 14.807, 10.931)  0.02
H (6.431, 16.896, 10.536)  0.02
H (6.753, 15.649, 9.347)  0.05
H (9.180, 16.965, 9.062)  0.03
H (9.166, 15.263, 8.962)  0.05
H (10.332, 15.947, 10.041)  0.01
H (8.443, 18.041, 11.479)  0.01
H (9.773, 16.911, 11.972)  0.00
H (8.139, 16.752, 12.737)  0.01
C (14.109, 15.868, 14.465)  0.00
C (12.758, 15.177, 14.692)  0.05
C (12.306, 14.781, 15.988)  0.27
C (10.991, 14.230, 16.079)  0.04
C (10.178, 14.163, 14.943)  0.13
Br (8.484, 13.230, 15.166)  0.04
N (10.614, 14.490, 13.716)  0.24
C (11.872, 14.987, 13.607)  0.16
H (14.826, 15.114, 14.157)  0.00
H (14.442, 16.388, 15.386)  0.00
H (14.012, 16.581, 13.622)  0.00
H (12.937, 14.988, 16.868)  0.02
H (10.617, 13.890, 17.066)  0.00
H (12.261, 15.260, 12.624)  0.01
C (11.411, 9.565, 14.362)  0.03
H (10.348, 9.499, 14.751)  0.00
H (11.707, 10.590, 14.376)  0.00

Atoms 1-3, force components in eV/Å:
Eu 1.27 -0.21 0.64
C 0.89 0.97 0.52
Si -2.29 1.75 -0.48



# 2
ORCA calculation (ωB97M-V/def2-TZVPD) on 10 unconnected molecules or ions with the total composition C28H73BBr2N3O11 in a non-equilibrium geometry.

Properties
* molecular weight: 798.52 g mol⁻¹
* relative energy (zero: lowest compared OMol25 entry of this formula, charge and spin): 4.685 eV
* electronic energy: -197960.2745 eV
* total charge: +1
* E_HOMO: -0.403 Eh

Each line ends with the Löwdin charge.
Cartesian coordinates (Å):
C (8.578, 2.030, -0.411)  -0.12
C (8.179, 2.192, -2.019)  -0.21
C (7.627, 0.747, -2.562)  -0.20
N (6.311, 0.803, -3.308)  0.01
C (5.215, 1.482, -2.517)  -0.05
N (4.850, 2.977, -2.508)  0.06
C (3.685, 3.424, -1.653)  0.07
C (3.229, 1.979, -1.001)  -0.16
C (1.948, 1.898, 0.020)  -0.63
Br (2.273, 0.890, 1.715)  0.70
C (0.662, 1.333, -0.855)  -0.66
C (-0.721, 2.185, -0.627)  -0.15
Br (1.017, 1.325, -2.852)  0.68
N (4.164, 0.930, -1.560)  0.14
B (4.128, -0.567, -1.226)  -0.54
O (5.001, -1.218, -0.227)  0.10
O (3.106, -1.372, -1.933)  -0.11
C (3.858, -2.169, -2.916)  -0.05
H (9.731, 1.747, -0.332)  0.10
H (7.993, 1.169, 0.125)  0.06
H (8.430, 3.033, 0.176)  0.08
H (7.474, 3.101, -2.235)  0.09
H (9.197, 2.413, -2.589)  0.10
H (8.431, 0.342, -3.346)  0.14
H (7.611, -0.065, -1.699)  0.13
H (6.416, 1.186, -4.275)  0.14
H (5.468, 3.573, -3.138)  0.16
H (3.270, 4.510, -1.510)  0.15
H (1.646, 3.007, 0.339)  0.13
H (0.457, 0.224, -0.535)  0.11
H (-1.489, 1.816, -1.462)  0.09
H (-1.210, 1.963, 0.414)  0.07
H (-0.562, 3.340, -0.845)  0.10
H (5.692, -0.585, 0.143)  0.12
H (3.738, -3.303, -2.600)  0.14
H (3.444, -1.996, -4.021)  0.13
H (4.978, -1.800, -2.903)  0.10
C (2.637, -3.732, 1.547)  -0.09
C (1.846, -4.188, 0.338)  -0.32
O (1.336, -3.063, -0.362)  -0.10
H (2.006, -3.138, 2.217)  0.08
H (3.033, -4.588, 2.100)  0.08
H (3.471, -3.090, 1.244)  0.06
H (1.001, -4.810, 0.647)  0.12
H (2.473, -4.771, -0.343)  0.11
H (2.095, -2.521, -0.638)  0.04
C (-3.286, 0.482, 3.907)  -0.08
C (-1.989, 0.620, 3.138)  -0.32
O (-2.031, 1.779, 2.319)  -0.12
H (-4.136, 0.414, 3.219)  0.07
H (-3.272, -0.410, 4.540)  0.08
H (-3.458, 1.360, 4.538)  0.06
H (-1.832, -0.249, 2.492)  0.11
H (-1.136, 0.702, 3.819)  0.11
H (-2.162, 2.546, 2.903)  0.10
C (-5.633, 0.214, 8.176)  -0.08
C (-4.335, 0.351, 7.407)  -0.32
O (-4.378, 1.511, 6.589)  -0.11
H (-6.482, 0.145, 7.489)  0.09
H (-5.618, -0.678, 8.809)  0.05
H (-5.804, 1.091, 8.808)  0.08
H (-4.179, -0.517, 6.761)  0.10
H (-3.483, 0.433, 8.088)  0.11
H (-4.508, 2.278, 7.173)  0.09
C (-5.248, -0.981, -0.727)  -0.08
C (-5.562, -0.089, 0.456)  -0.33
O (-6.378, -0.785, 1.386)  -0.09
H (-6.171, -1.304, -1.220)  0.07
H (-4.623, -0.457, -1.456)  0.07
H (-4.726, -1.886, -0.402)  0.08
H (-6.102, 0.805, 0.129)  0.11
H (-4.645, 0.229, 0.962)  0.09
H (-5.886, -1.572, 1.676)  0.09
C (-7.013, 1.653, -4.476)  -0.09
C (-5.699, 0.903, -4.553)  -0.33
O (-5.850, -0.396, -3.998)  -0.10
H (-7.348, 1.736, -3.437)  0.07
H (-6.912, 2.658, -4.896)  0.07
H (-7.797, 1.119, -5.022)  0.08
H (-4.924, 1.428, -3.988)  0.11
H (-5.364, 0.804, -5.590)  0.11
H (-6.534, -0.857, -4.512)  0.09
C (-9.886, 1.586, 0.676)  -0.09
C (-10.155, 0.459, -0.300)  -0.32
O (-8.951, 0.090, -0.956)  -0.10
H (-9.472, 2.456, 0.155)  0.08
H (-10.805, 1.886, 1.188)  0.07
H (-9.148, 1.283, 1.426)  0.07
H (-10.876, 0.774, -1.059)  0.11
H (-10.557, -0.418, 0.216)  0.11
H (-8.320, -0.196, -0.274)  0.06
C (11.850, 2.775, -4.184)  -0.10
C (11.059, 2.318, -5.393)  -0.33
O (10.550, 3.444, -6.092)  -0.09
H (11.220, 3.368, -3.514)  0.06
H (12.246, 1.919, -3.631)  0.08
H (12.684, 3.416, -4.487)  0.08
H (10.214, 1.696, -5.084)  0.09
H (11.686, 1.735, -6.074)  0.11
H (11.308, 3.985, -6.369)  0.09
C (-6.426, -3.625, 11.737)  -0.09
C (-6.035, -2.817, 10.517)  -0.34
O (-6.708, -1.566, 10.528)  -0.11
H (-7.508, -3.791, 11.758)  0.08
H (-5.920, -4.594, 11.742)  0.08
H (-6.169, -3.089, 12.656)  0.07
H (-6.314, -3.346, 9.602)  0.12
H (-4.956, -2.635, 10.496)  0.11
H (-6.447, -1.100, 11.341)  0.10
C (2.779, -2.989, -7.400)  -0.10
C (4.287, -3.103, -7.484)  -0.34
O (4.697, -4.409, -7.108)  -0.09
H (2.433, -3.203, -6.383)  0.07
H (2.447, -1.986, -7.682)  0.07
H (2.298, -3.719, -8.059)  0.08
H (4.763, -2.387, -6.807)  0.10
H (4.639, -2.903, -8.501)  0.11
H (4.275, -5.036, -7.721)  0.09

Atoms 1-3, force components in eV/Å:
C 0.73 0.34 -0.13
C 1.32 -0.57 0.54
C 1.83 -0.13 -0.28



# 3
ORCA calculation (ωB97M-V/def2-TZVPD) on a gas-phase ion, C4H11N2 (charge +1) in a non-equilibrium geometry.

Properties
* molecular weight: 87.15 g mol⁻¹
* relative energy (zero: lowest compared OMol25 entry of this formula, charge and spin): 5.963 eV
* electronic energy: -7294.9851 eV
* total charge: +1
* E_HOMO (alpha / beta): -0.484 / -0.431 Eh

Each line ends with the Löwdin charge.
Cartesian coordinates (Å):
C (-2.004, 1.247, 0.140)  0.08
C (-1.521, -0.103, -0.131)  -0.21
C (0.780, 0.743, -0.421)  -0.16
C (0.659, -1.657, 0.042)  0.02
N (2.001, 1.044, 0.062)  0.13
N (-0.009, -0.304, 0.292)  -0.13
H (-2.241, 1.832, -0.745)  0.08
H (-2.003, 1.415, 1.206)  0.07
H (-2.153, -0.902, 0.540)  0.19
H (-1.476, -0.268, -1.131)  0.08
H (0.756, 0.917, -1.415)  0.10
H (0.051, -2.138, -0.755)  0.11
H (1.746, -1.637, -0.376)  0.13
H (0.694, -2.053, 1.064)  0.10
H (2.165, 0.702, 0.971)  0.10
H (2.726, 1.120, -0.620)  0.12
H (-0.173, 0.041, 1.278)  0.19

Atoms 1-3, force components in eV/Å:
C 1.21 -0.87 -0.05
C -0.78 -2.00 3.28
C -0.52 0.69 3.02



# 4
ORCA calculation (ωB97M-V/def2-TZVPD) on C2H4O3 in the gas phase in a non-equilibrium geometry.

Properties
* structure (SMILES): CC1(O)OO1
* molecular weight: 76.05 g mol⁻¹
* relative energy (zero: lowest compared OMol25 entry of this formula, charge and spin): 4.106 eV
* electronic energy: -8277.4528 eV
* E_HOMO: -0.405 Eh

Each line ends with the Löwdin charge.
Cartesian coordinates (Å):
C (1.024, 0.492, -0.113)  0.03
C (-0.356, -0.332, 0.008)  -0.67
O (-1.491, 0.580, 0.355)  0.02
O (-0.469, -1.550, 0.568)  0.12
O (-0.553, -1.264, -0.891)  0.12
H (0.961, 1.577, -0.490)  0.10
H (1.702, -0.055, -0.849)  0.09
H (1.454, 0.512, 0.951)  0.10
H (-2.272, 0.039, 0.461)  0.08

Atoms 1-3, force components in eV/Å:
C -0.26 -0.27 0.76
C -0.33 5.84 1.04
O 3.01 -1.14 -0.92



Q: What is the electronic energy in the third record?
A: -7294.9851 eV



Q: Among the records above, which one has the lowest molecular weight?
A: C2H4O3



Q: molecular weight of number 1 (C50H55BrEuN3P2Si)?
A: 1019.91 g mol⁻¹